[1]
This record from the OMol25 dataset describes a structure of composition C5H7NO. The level of theory is ωB97M-V/def2-TZVPD.

```
14
Properties=species:S:1:pos:R:3:forces:R:3:lowdin_charge:R:1
C -1.304575 -1.243630 0.023626 -0.02 -0.05 0.04 0.00
C -0.095909 -0.461828 0.428827 -0.20 -0.14 -0.39 -0.41
C 0.306782 0.901917 -0.140416 0.06 0.02 -0.12 -0.26
N -0.499180 1.955793 -0.472166 0.06 0.09 0.06 0.13
C 1.603804 0.552823 -0.247087 0.02 0.17 -0.06 0.03
C 1.303379 -0.823459 0.319175 0.14 -0.25 -0.26 -0.20
O 0.669590 -0.715715 1.613995 -0.06 0.17 0.22 0.03
H -2.229482 -0.657621 0.078703 0.17 -0.08 0.10 0.08
H -1.166258 -1.545996 -1.020195 -0.16 -0.01 0.12 0.09
H -1.412105 -2.136757 0.642776 0.02 0.09 -0.08 0.09
H -0.049169 2.800697 -0.789772 -0.05 -0.05 0.12 0.10
H -1.330929 2.101957 0.079731 0.12 -0.05 -0.05 0.10
H 2.515142 1.061802 -0.530734 -0.09 -0.02 0.14 0.09
H 1.688905 -1.789980 0.013533 0.00 0.11 0.18 0.15
```
Forces are in eV/Å.

The HOMO-LUMO gap comes out at 8.97 eV. The value obtained for the lowest unoccupied orbital energy is 0.97 eV. The total energy comes out at -8832.9391 eV. The total charge is 0.

---

[2]
This record from the OMol25 dataset describes an isolated molecule of C6H16N2 in a non-equilibrium geometry. The level of theory is ωB97M-V/def2-TZVPD.

```
24
Properties=species:S:1:pos:R:3:forces:R:3:lowdin_charge:R:1
C -0.474727 2.617102 -0.971995 -0.84 -0.05 -0.83 -0.15
N 0.172271 1.775023 -0.010715 -0.47 -0.70 1.46 -0.12
C 0.555907 -0.875450 -2.494236 1.04 0.85 0.26 -0.10
C 1.203607 -0.138637 -1.288240 -2.87 0.40 1.26 -0.17
C 0.105805 0.310208 -0.173437 0.76 0.81 -1.91 -0.34
C 0.330144 -0.285991 1.195365 0.07 -1.29 1.30 -0.22
N -0.921380 -0.685342 1.871179 -0.48 -0.46 -0.95 -0.14
C -0.763634 -1.871128 2.750662 -1.17 1.56 0.64 -0.12
H -0.073549 2.288868 -1.934913 -0.40 0.06 -0.27 0.07
H -1.636923 2.527625 -0.995502 1.78 0.36 -0.01 0.11
H -0.106689 3.663687 -0.888894 -0.66 -0.57 0.26 0.08
H -0.181685 1.923423 0.933428 0.04 0.52 -0.32 0.10
H 1.113287 -0.576200 -3.402164 -0.18 -0.64 0.31 0.07
H 0.688821 -1.921235 -2.245159 -0.40 -0.38 -0.72 0.06
H -0.494170 -0.615165 -2.699657 0.28 -0.14 0.41 0.07
H 1.732756 -0.803672 -0.637059 1.36 -0.37 -0.59 0.07
H 1.717578 0.757273 -1.585827 0.56 0.14 0.08 0.09
H -0.837037 -0.104824 -0.615811 0.05 0.61 0.61 0.13
H 0.779905 0.403163 1.954462 0.43 -0.34 -1.16 0.13
H 0.967176 -1.206118 1.094185 -0.17 0.79 0.09 0.11
H -1.633429 -0.792998 1.156104 -0.01 -0.31 0.27 0.08
H -1.283344 -2.801086 2.507571 0.11 0.11 -0.79 0.07
H -1.270086 -1.558468 3.702710 1.19 -0.56 -0.25 0.08
H 0.309394 -2.030056 2.777943 -0.03 -0.38 0.84 0.06
```
Forces are in eV/Å.

The HOMO-LUMO gap comes out at 9.57 eV. The value obtained for the lowest unoccupied orbital energy is 1.13 eV. The total energy comes out at -9459.8701 eV. The total charge is 0.

---

[3]
This record from the OMol25 dataset describes an isolated molecule of C5H7NS in a non-equilibrium geometry. The level of theory is ωB97M-V/def2-TZVPD.

```
14
Properties=species:S:1:pos:R:3:forces:R:3:lowdin_charge:R:1
C 1.727715 -0.421613 -1.730222 -0.94 -1.05 0.56 -0.36
C -0.817231 1.167453 0.093126 -0.33 -0.18 -0.32 -0.16
C -1.136404 1.073383 1.425018 -0.02 2.42 0.52 -0.13
C -0.943071 -0.243806 1.846973 -0.53 -0.82 0.69 -0.12
C -0.610299 -0.986661 0.741829 0.65 -0.11 0.03 -0.16
H 2.178906 -0.840737 -2.633392 0.08 0.18 0.21 0.03
H 1.946265 0.618504 -1.571792 0.42 0.29 -0.02 0.02
H 1.956879 -1.039218 -0.829400 0.17 0.55 -0.83 0.05
H -0.856225 1.976300 -0.645981 0.06 -0.45 0.57 0.11
H -1.420821 1.930313 2.094363 0.31 -1.07 -0.94 0.11
H -1.132845 -0.545454 2.880459 0.25 -0.27 -0.61 0.10
H -0.296610 -2.011341 0.574428 -0.31 0.15 0.27 0.11
N -0.503568 -0.115630 -0.313266 -0.12 0.15 -1.05 -0.47
S -0.092692 -0.561494 -1.932142 0.31 0.22 0.91 0.87
```
Forces are in eV/Å.

The HOMO-LUMO gap comes out at 9.20 eV. The value obtained for the lowest unoccupied orbital energy is 0.78 eV. The total energy comes out at -17622.9396 eV. The total charge is 0.